109
Properties=species:S:1:pos:R:3:forces:R:3:lowdin_charge:R:1 method="wB97M-V/def2-TZVPD" e_tot_ev=-61264.095 gap_ev=6.609 homo_energy_ha=-0.185 charge=-1
C 11.815 -2.692 0.291 -1.4676 0.5340 -0.2881 -0.11
C 11.254 -3.228 -1.125 -0.0105 -0.9057 0.4142 -0.37
C 9.681 -2.879 -1.272 0.6561 0.7819 0.0795 -0.09
C 12.143 -2.823 -2.389 -0.6652 -0.8896 -0.9981 -0.30
C 11.634 -3.655 -3.700 0.0563 0.2681 -0.3331 -0.10
C 12.098 -1.271 -2.796 1.0336 0.8979 0.4905 -0.34
O 11.511 -0.395 -1.813 -0.0386 -1.0644 -1.4618 -0.43
In 10.375 1.110 -2.731 0.6772 1.8180 0.6551 0.59
O 8.537 0.324 -3.504 -3.1565 -1.1538 3.0840 -0.27
C 7.594 0.355 -2.462 1.5409 2.0647 0.5467 -0.49
O 7.627 1.294 -1.603 -0.8888 -3.3303 -2.6053 -0.08
C 6.469 -0.786 -2.271 -2.5994 -2.5301 -0.0497 -0.06
C 6.671 -2.260 -2.728 -1.9165 0.7067 1.0353 -0.03
C 5.645 -3.401 -2.542 -0.6217 3.8890 1.1594 -0.08
C 4.290 -3.054 -1.883 2.8162 2.3872 -0.7815 -0.08
C 4.023 -1.577 -1.441 2.7699 -1.1640 -1.4585 -0.07
C 5.095 -0.453 -1.615 0.2663 -3.5471 -1.0351 0.00
H 11.323 -1.660 0.468 1.1611 -1.4963 -0.3272 0.08
H 12.948 -2.593 0.340 -1.5204 -0.3051 -0.0226 0.07
H 11.373 -3.376 1.108 1.0342 0.9105 -1.1091 0.07
H 11.302 -4.385 -1.054 0.1267 1.6927 -0.2560 0.12
H 9.551 -2.148 -2.138 0.0967 -0.9299 1.2180 0.05
H 9.022 -3.791 -1.467 0.9305 1.1884 0.4218 0.07
H 9.359 -2.319 -0.312 0.2298 -1.0272 -1.6118 0.09
H 13.218 -3.213 -2.207 -1.5829 0.9742 -0.0957 0.13
H 11.868 -3.077 -4.675 -0.2298 -0.8455 1.6106 0.07
H 12.152 -4.669 -3.805 -0.8308 1.2290 0.3247 0.06
H 10.492 -3.795 -3.702 1.6790 0.1425 0.1500 0.07
H 11.615 -1.120 -3.833 0.5540 -0.5569 1.3737 0.08
H 13.201 -0.925 -2.924 -1.4511 -0.6323 -0.0781 0.11
H 11.252 1.953 -4.084 -0.2906 -0.7064 0.1311 -0.10
H 10.092 2.387 -1.479 0.2064 -0.6000 -0.3297 -0.08
H 7.668 -2.517 -3.219 -1.6314 0.4950 0.7551 0.08
H 5.940 -4.452 -2.905 -0.7023 1.8619 0.7136 0.09
H 3.519 -3.893 -1.768 1.1332 1.6174 -0.0280 0.08
H 2.990 -1.365 -0.987 1.9341 -0.1766 -0.6687 0.07
H 4.807 0.591 -1.266 0.7459 -1.5769 -0.5975 0.10
C -1.719 -4.302 3.807 0.1674 -0.2129 -0.1002 -0.12
O -1.650 -5.104 2.640 -0.3246 0.3188 0.1910 -0.20
C -2.678 -4.806 1.693 0.2980 -0.2925 -0.5104 -0.21
C -2.074 -4.190 0.430 0.0514 0.2060 0.5955 -0.21
N -1.574 -2.841 0.690 -0.0828 -0.2049 -0.1666 -0.04
C -0.769 -2.291 -0.405 0.3105 0.0595 0.3277 -0.19
C 0.563 -2.991 -0.718 -0.0539 0.4308 -0.1781 -0.22
O 1.535 -2.866 0.315 -0.3846 -0.4211 -0.1810 -0.20
C 1.445 -3.853 1.331 0.3605 0.3455 0.0839 -0.09
H -0.984 -4.678 4.521 -0.0246 -0.0327 -0.1209 0.09
H -1.478 -3.260 3.580 -0.1265 0.1005 0.1070 0.08
H -2.711 -4.365 4.268 0.0185 0.0951 -0.0046 0.09
H -3.457 -4.164 2.118 0.1842 0.0838 0.0381 0.12
H -3.145 -5.759 1.426 -0.0159 0.0342 -0.0047 0.12
H -2.840 -4.147 -0.351 0.0309 0.0275 -0.0104 0.12
H -1.270 -4.851 0.089 -0.1121 -0.2236 -0.0749 0.10
H -1.000 -2.857 1.527 -0.1029 0.0015 -0.1164 0.07
H -0.549 -1.254 -0.139 0.0081 -0.1207 -0.1325 0.10
H -1.381 -2.259 -1.314 0.0169 -0.0822 0.0147 0.12
H 0.993 -2.486 -1.590 0.0022 -0.0053 0.0503 0.11
H 0.433 -4.038 -1.012 0.0018 -0.0959 0.1762 0.11
H 1.071 -4.808 0.956 -0.1089 0.0486 -0.0104 0.09
H 0.819 -3.493 2.151 -0.1218 -0.2198 0.0798 0.07
H 2.447 -4.010 1.736 -0.0271 0.0447 -0.1107 0.09
C -5.576 1.972 3.019 0.0036 -0.0439 -0.2457 -0.12
O -5.486 2.628 1.765 0.0837 0.0450 0.4674 -0.22
C -4.877 3.919 1.849 0.1345 0.1331 -0.6358 -0.20
C -3.527 3.917 1.130 -0.1816 -0.3504 0.4529 -0.21
N -2.541 3.126 1.864 -0.0575 0.1250 -0.1842 -0.06
C -1.306 2.882 1.113 -0.1298 -0.2839 0.1395 -0.19
C -1.414 2.023 -0.156 0.5147 0.0144 0.1640 -0.21
O -1.756 0.664 0.097 -0.2992 0.5437 -0.1840 -0.20
C -3.151 0.413 0.187 0.2150 -0.4077 0.0471 -0.09
H -6.160 1.060 2.883 0.0316 0.0699 -0.0772 0.09
H -4.585 1.694 3.387 -0.0193 0.0371 0.1864 0.08
H -6.086 2.602 3.755 0.0870 -0.0399 0.0603 0.08
H -4.777 4.262 2.885 0.0801 -0.2057 -0.0107 0.12
H -5.545 4.616 1.333 0.0074 -0.0123 0.0001 0.11
H -3.168 4.947 1.037 0.0261 -0.0358 0.0028 0.12
H -3.687 3.515 0.124 -0.1579 0.1715 -0.1239 0.10
H -2.949 2.228 2.103 0.0433 0.1432 -0.0373 0.07
H -0.617 2.381 1.800 0.0263 0.0113 -0.1398 0.12
H -0.850 3.845 0.858 -0.0839 -0.0247 -0.0459 0.12
H -0.419 1.996 -0.610 -0.0409 -0.0327 0.0455 0.12
H -2.076 2.462 -0.910 -0.1751 -0.0517 0.0873 0.11
H -3.739 1.084 -0.445 0.0421 0.1174 0.0806 0.09
H -3.479 0.480 1.226 -0.2339 0.0745 -0.0272 0.07
H -3.329 -0.614 -0.142 0.1139 0.0483 0.0367 0.08
C -9.636 1.412 1.095 -0.2017 0.0869 0.1678 -0.11
O -9.901 2.462 2.012 0.2840 -0.1505 -0.2049 -0.20
C -8.750 3.260 2.296 -0.2472 0.4144 0.1916 -0.20
C -8.934 4.673 1.740 -0.0191 -0.5470 -0.2569 -0.20
N -8.885 4.674 0.279 -0.0605 0.1983 0.1796 -0.05
C -9.295 5.946 -0.321 -0.1466 -0.3249 -0.1130 -0.20
C -10.757 6.377 -0.124 0.2037 0.2553 -0.4107 -0.22
O -11.699 5.540 -0.788 0.1135 0.0953 0.4736 -0.18
C -12.106 4.403 -0.042 -0.1536 -0.0006 -0.4208 -0.10
H -10.526 0.784 1.033 0.0168 0.1045 0.0673 0.09
H -9.423 1.808 0.099 0.1646 -0.1193 -0.0632 0.08
H -8.800 0.793 1.439 0.0244 0.0305 -0.1141 0.09
H -7.827 2.802 1.925 -0.1767 0.0679 -0.1823 0.09
H -8.672 3.323 3.387 0.0045 0.0316 -0.0122 0.12
H -8.139 5.319 2.129 -0.0109 0.0150 -0.0361 0.12
H -9.896 5.051 2.104 0.0161 0.0433 0.2543 0.10
H -9.498 3.946 -0.073 0.1349 0.0679 0.0716 0.07
H -9.115 5.856 -1.397 -0.0753 0.1070 0.0486 0.12
H -8.634 6.740 0.043 -0.0618 -0.0324 0.0726 0.12
H -10.865 7.365 -0.585 -0.0142 -0.0648 -0.0156 0.12
H -11.022 6.508 0.930 -0.0135 -0.2001 0.0469 0.11
H -12.104 4.586 1.035 0.1224 -0.0121 -0.0094 0.09
H -11.475 3.547 -0.286 0.0039 -0.1167 0.2412 0.07
H -13.125 4.150 -0.346 0.0530 0.0984 -0.0048 0.09

22
Properties=species:S:1:pos:R:3:forces:R:3:nbo_charge:R:1 method="wB97M-V/def2-TZVPD" e_tot_ev=-8397.636 gap_ev=6.146 homo_energy_ha=-0.489 charge=+1 relative_energy_kcal_mol=116.2
C -1.938 -0.689 -1.048 -1.7706 1.6136 -0.1456 -0.63
C -0.624 -1.389 -0.742 -0.8317 0.2276 0.0986 -0.54
C 0.061 -0.679 0.408 1.7856 -0.3215 -4.8085 0.38
C 0.620 0.687 0.229 -1.3353 0.4620 1.0107 -0.57
C 1.847 0.771 -0.761 3.0663 0.0703 1.4121 -0.16
N 2.996 0.056 -0.126 -2.9084 -2.3718 -0.2732 -0.85
N -1.711 0.935 1.788 -1.0600 -1.2870 -1.2497 -1.05
H -1.782 0.374 -1.062 0.3296 0.6834 -0.5942 0.22
H -2.715 -0.663 -0.248 0.8278 -1.0199 -0.1201 0.24
H 0.130 -1.319 -1.630 -1.0185 0.1553 1.3091 0.31
H -0.905 -2.449 -0.621 0.9914 0.2925 0.5265 0.26
H -0.974 0.180 1.742 -1.6458 1.4250 1.3950 0.33
H 0.572 -1.405 1.000 0.0479 0.0741 1.6218 0.22
H 0.884 1.082 1.210 0.7524 -0.2090 -0.0907 0.26
H -0.010 1.510 -0.150 -0.5790 -1.0575 -0.2050 0.31
H 1.597 0.462 -1.781 -0.2345 -0.3285 0.2865 0.21
H 2.074 1.864 -0.800 -0.1079 -0.8949 0.0076 0.24
H 2.717 -0.986 0.063 1.6783 2.8670 -0.5316 0.37
H 3.964 0.345 0.001 -0.7756 0.0276 -0.4310 0.43
H -1.643 1.648 2.466 1.4658 0.7143 1.0925 0.39
H -2.651 0.601 2.020 0.5268 -0.7439 -0.4887 0.39
H -2.508 -0.935 -1.957 0.7953 -0.3789 0.1780 0.26

97
Properties=species:S:1:pos:R:3:forces:R:3:lowdin_charge:R:1 method="wB97M-V/def2-TZVPD" e_tot_ev=-198454.579 gap_ev=10.614 homo_energy_ha=-0.316 charge=-1 relative_energy_kcal_mol=98.4
As -0.287 -2.327 -0.724 -0.3793 0.5618 -0.4092 0.92
F 1.104 -1.617 -1.704 -1.1573 -1.1688 1.5323 -0.31
F -0.088 -0.952 0.433 0.1926 -1.3713 -0.4798 -0.29
F -1.760 -2.880 0.201 2.0083 0.6259 -0.9105 -0.30
F -0.496 -3.578 -1.923 0.1820 0.4879 0.7053 -0.26
F 0.760 -3.435 0.242 -0.8384 1.4350 -0.8234 -0.29
F -1.303 -1.241 -1.675 0.1505 -0.4617 0.5003 -0.28
O 2.676 3.013 3.183 -0.2026 0.0400 -1.2030 -0.31
S 3.117 2.300 2.002 0.4775 -2.0679 -0.2513 0.70
O 2.874 2.728 0.629 0.5598 0.1086 2.0711 -0.30
O 4.752 2.022 2.297 -1.5009 -0.0307 -0.8941 -0.28
C 5.513 3.009 2.986 0.9056 0.6157 0.6611 -0.29
C 6.854 2.416 3.499 -0.9932 0.7277 -0.9307 -0.06
C 2.565 0.501 2.141 0.8828 1.5717 0.4680 -0.06
H 4.920 3.503 3.757 -0.0711 -0.3578 0.1744 0.10
H 5.840 3.811 2.324 -0.3728 -0.0340 -0.5049 0.11
H 7.489 3.284 3.678 0.0409 -0.0335 0.4286 0.07
H 7.284 1.965 2.605 0.1858 -0.6259 0.3672 0.08
H 6.793 1.778 4.381 -0.0053 -0.0947 -0.3153 0.08
H 2.734 -0.085 1.238 0.1399 0.4044 -0.0191 0.07
H 1.513 0.486 2.425 0.1135 0.2262 -0.0162 0.05
H 3.215 0.211 2.966 -0.3342 -0.4980 -0.0264 0.06
O 1.052 -4.336 5.770 0.2596 1.7946 -1.1579 -0.31
S 1.605 -3.390 4.799 0.1049 0.2397 -0.2756 0.74
O 2.088 -2.035 5.237 -0.5925 -4.1583 -1.3705 -0.32
O 2.773 -4.332 4.033 0.7636 2.9554 1.2867 -0.27
C 2.539 -5.616 3.588 -1.4918 -2.3905 -2.2088 -0.32
C 2.707 -5.763 2.047 -0.4380 -0.3181 -0.3449 -0.06
C 0.486 -3.105 3.326 0.2760 -0.3933 1.4329 -0.09
H 1.544 -5.987 3.834 -0.5170 0.6374 0.0037 0.11
H 3.085 -6.464 4.001 1.0615 0.8103 0.8381 0.11
H 2.219 -6.663 1.674 -0.4357 -0.3491 0.5595 0.07
H 3.704 -5.958 1.651 0.3978 0.7191 0.5081 0.07
H 2.209 -5.003 1.445 0.2474 0.4351 0.2905 0.05
H 0.188 -4.072 2.923 0.1058 0.0283 0.1380 0.07
H 0.952 -2.509 2.541 0.2282 -0.0129 0.3765 0.05
H -0.376 -2.610 3.773 -0.0170 0.0583 -0.1714 0.06
O -4.863 -0.455 1.045 0.8175 -0.5415 -3.0060 -0.33
S -4.750 -0.432 -0.441 -0.8495 2.7393 1.4728 0.69
O -4.538 -1.601 -1.240 -0.0676 0.3178 0.6465 -0.27
O -6.166 0.313 -0.912 0.4241 -1.0954 0.1247 -0.28
C -7.338 -0.351 -0.358 0.4673 -0.2333 0.5150 -0.29
C -8.215 -1.078 -1.350 0.5275 0.6962 0.2066 -0.07
C -3.668 1.026 -0.962 -1.3353 -1.2864 0.8489 -0.07
H -7.911 0.399 0.186 0.0765 0.1977 -0.1616 0.12
H -7.006 -1.066 0.395 0.0604 0.0639 0.0836 0.10
H -8.570 -0.342 -2.072 -0.2966 -0.3470 -0.1804 0.08
H -9.013 -1.452 -0.709 -0.3449 -0.1748 -0.4507 0.08
H -7.687 -1.898 -1.836 -0.0932 0.0758 -0.0184 0.08
H -4.030 1.849 -0.346 0.2560 -0.1910 0.2767 0.05
H -3.900 1.293 -1.993 0.3982 -0.5367 -0.0437 0.08
H -2.658 0.696 -0.720 -0.0075 0.2471 -0.3665 0.04
O 2.408 -2.014 -9.438 0.4975 2.4080 1.4214 -0.33
S 2.748 -0.796 -8.666 -1.0749 -0.8328 -0.9637 0.68
O 2.482 0.537 -9.219 0.9578 -2.4148 1.0238 -0.29
O 1.968 -0.797 -7.227 1.1633 1.3688 -1.8414 -0.26
C 1.814 -2.043 -6.630 -2.5544 -2.0921 0.2121 -0.30
C 0.907 -1.880 -5.353 2.4150 -0.6250 0.2664 -0.02
C 4.450 -1.007 -8.034 -1.2825 0.8524 0.1485 -0.11
H 2.734 -2.623 -6.555 0.4921 0.5464 0.9868 0.10
H 1.312 -2.693 -7.347 -0.5485 0.1173 -0.1382 0.10
H 0.334 -0.954 -5.301 -0.0551 -0.2795 -0.3853 0.09
H 1.628 -1.874 -4.536 -0.1242 0.5627 0.3945 0.06
H 0.356 -2.782 -5.088 -0.4373 0.1588 -0.6339 0.08
H 4.568 -1.944 -7.489 -0.2106 -0.1153 -0.5118 0.06
H 4.397 -0.228 -7.273 0.8498 0.2814 -0.1658 0.07
H 5.170 -0.865 -8.840 -0.1242 0.0926 0.2492 0.07
O -0.283 2.475 -3.998 0.0113 0.7238 3.3538 -0.32
S 0.063 2.927 -2.624 0.7367 0.7506 -2.6536 0.67
O 1.030 4.040 -2.584 -1.6726 -1.7306 0.6795 -0.32
O -1.327 3.352 -1.846 1.2171 -0.2654 -1.1260 -0.27
C -1.224 4.055 -0.606 -0.7758 0.6658 1.0876 -0.29
C -2.445 4.952 -0.427 0.2790 -0.0049 -0.1068 -0.07
C 0.604 1.514 -1.626 0.1754 2.0074 -0.9286 -0.10
H -0.328 4.659 -0.465 0.2859 -0.2883 -0.6324 0.12
H -1.307 3.357 0.227 0.3983 -0.3875 -0.1124 0.09
H -2.557 5.706 -1.206 -0.0447 -0.2739 -0.2544 0.08
H -2.307 5.515 0.496 -0.0952 -0.1829 0.1989 0.07
H -3.325 4.316 -0.329 -0.1523 0.3044 -0.0994 0.07
H 1.566 1.269 -2.075 -0.3372 -0.6449 -0.2367 0.08
H -0.227 0.814 -1.711 0.5457 -0.3051 0.4198 0.04
H 0.890 1.980 -0.684 -0.5777 -0.4380 0.3968 0.04
O -2.708 3.141 2.299 0.7013 -1.1203 1.2846 -0.30
S -2.165 2.774 3.606 -0.4682 0.6493 0.7645 0.65
O -3.047 2.548 4.735 0.3342 0.0185 -1.1380 -0.30
O -1.107 1.525 3.551 0.6385 2.5322 0.4492 -0.25
C -1.464 0.415 2.770 -0.6324 -2.0555 0.2342 -0.29
C -2.748 -0.118 3.385 -1.7462 0.4304 -1.8474 -0.08
C -1.112 4.131 4.112 0.8545 -1.4722 0.0930 -0.11
H -0.793 -0.442 2.829 1.1192 0.7478 0.6139 0.09
H -1.378 0.679 1.716 -0.9897 0.0120 -0.0889 0.11
H -3.079 -1.074 2.979 0.4085 -0.1793 0.1043 0.08
H -3.512 0.551 2.991 -0.4996 -0.0319 0.2670 0.05
H -2.860 -0.070 4.468 0.7631 -0.1154 -0.0999 0.09
H -0.370 4.231 3.319 -0.3000 0.7813 -0.1006 0.07
H -0.537 3.819 4.984 -0.1953 -0.2038 0.0998 0.07
H -1.753 4.957 4.422 0.0844 -0.0009 -0.6608 0.08

16
Properties=species:S:1:pos:R:3:forces:R:3:nbo_charge:R:1 method="wB97M-V/def2-TZVPD" e_tot_ev=-8300.221 gap_ev=10.168 homo_energy_ha=-0.340 relative_energy_kcal_mol=29.6
N -1.031 1.044 -1.992 0.2960 0.1995 0.5217 -0.82
C -0.044 0.809 -2.926 -0.2797 0.1275 -1.0497 0.54
O 0.617 -0.169 -3.180 -0.5507 0.0814 0.8464 -0.57
H -1.228 0.502 -1.162 0.5066 -0.3634 -0.4982 0.38
H -1.068 2.017 -1.735 -0.2926 0.2540 -0.2921 0.39
H -0.030 1.683 -3.616 0.3311 -0.0148 0.2906 0.09
C 1.331 -0.096 1.569 1.1796 -0.8534 1.9148 -0.62
C 0.161 -1.119 1.647 0.6359 1.4217 -0.9150 -0.23
N -1.050 -0.500 1.110 -1.3664 0.3437 1.6651 -0.87
H 0.999 0.938 1.782 0.0688 -0.6504 0.1748 0.21
H 2.071 -0.471 2.401 -0.9939 1.1001 -1.5893 0.20
H 1.889 -0.063 0.633 -0.2105 -0.2450 -0.1169 0.21
H 0.421 -1.962 0.989 0.0915 -0.3332 0.9459 0.19
H 0.064 -1.319 2.737 -0.3907 -0.4344 -1.0361 0.20
H -1.187 -0.551 0.124 0.0888 -0.7250 -0.1286 0.34
H -1.916 -0.744 1.619 0.8862 0.0917 -0.7333 0.37

17
Properties=species:S:1:pos:R:3:forces:R:3:nbo_charge:R:1 method="wB97M-V/def2-TZVPD" e_tot_ev=-21159.315 gap_ev=9.907 homo_energy_ha=-0.488 charge=+1 relative_energy_kcal_mol=35.0
C -0.819 0.609 -0.173 1.0013 -1.8557 -1.4193 0.40
C 1.089 -0.605 -1.083 -1.7256 0.1489 0.4303 -0.22
C 2.016 -0.641 0.089 1.0388 -0.7421 0.1580 -0.08
N -1.441 1.675 0.201 2.4406 3.3060 -1.7134 -0.73
N 0.291 0.611 -0.914 -1.3568 -1.6326 0.0013 -0.55
O 1.104 -0.557 1.145 0.2307 -0.7390 3.8174 -0.77
O -3.024 -0.378 0.627 0.6731 2.6238 -1.8734 -0.88
S -1.633 -1.003 0.084 0.7630 0.7166 0.1012 0.66
H 1.607 -0.627 -2.027 -0.2368 -0.0913 -0.4680 0.24
H 0.254 -1.335 -0.957 1.5530 -0.6065 -0.7124 0.20
H 2.778 0.221 0.020 -0.9977 -1.2549 0.3863 0.18
H 2.502 -1.630 0.100 0.3731 0.5268 -0.0702 0.21
H -1.105 2.677 -0.039 -0.8834 -2.5508 0.7743 0.45
H -2.147 1.497 0.821 -2.5734 0.2014 1.7725 0.43
H 0.822 1.396 -1.091 0.6466 2.5435 -0.1104 0.41
H 1.301 -1.053 2.031 0.1012 1.3594 -2.8048 0.52
H -3.594 -0.856 1.167 -1.0477 -1.9534 1.7307 0.53